[1]
{
  "formula": "C6H11N2OS",
  "method": "ωB97M-V/def2-TZVPD",
  "lumo_energy_ev": [-5.37, -4.03],
  "charge": 1,
  "e_above_lowest_kcal_mol": 144.8,
  "species": ["H", "C", "C", "C", "H", "H", "H", "N", "H", "H", "S", "C", "H", "C", "C", "O", "H", "H", "H", "H", "N"],
  "xyz": [[-0.48, -0.64, -2.83], [0.58, -1.28, -1.08], [-1.54, 0.15, -1.15], [-0.74, -0.88, -1.78], [-2.28, -0.17, -0.52], [1.64, 0.79, -1.29], [1.97, -0.19, 0.15], [-2.24, -3.04, -2.00], [0.44, 2.95, 1.43], [0.32, -1.28, 2.48], [1.19, -0.25, 2.68], [0.19, 0.75, 1.67], [-0.36, 2.63, 2.89], [-1.56, -2.14, -1.80], [1.14, 0.06, -0.46], [0.27, 0.82, 0.30], [0.52, -1.97, -0.23], [-1.80, 1.08, -1.70], [1.14, 2.35, 2.74], [1.25, -1.90, -1.67], [0.34, 2.17, 2.17]]
}

***

[2]
{
  "formula": "C6H12N2S",
  "method": "ωB97M-V/def2-TZVPD",
  "lumo_energy_ev": 0.78,
  "charge": 0,
  "e_above_lowest_kcal_mol": 23.4,
  "species": ["C", "C", "N", "H", "H", "H", "S", "N", "H", "H", "C", "H", "H", "C", "C", "H", "H", "H", "H", "C", "H"],
  "xyz": [[2.23, -1.32, 0.34], [-1.69, -1.52, -1.47], [-2.35, -1.31, -0.29], [1.28, -1.47, 0.86], [-1.66, 2.65, -0.62], [2.78, -2.30, 0.20], [3.27, -0.29, 1.38], [-1.03, -0.46, -1.79], [0.12, 2.31, -0.89], [-0.89, 2.11, -2.21], [-1.21, 0.51, -0.86], [1.16, 0.29, 2.04], [2.29, 1.52, 2.71], [-2.04, -0.03, 0.11], [2.04, 0.88, 1.89], [-3.07, -1.96, -0.01], [-2.33, 0.36, 1.09], [-1.69, -2.54, -1.83], [2.04, -1.02, -0.68], [-0.92, 1.94, -1.13], [1.67, 1.66, 1.14]]
}

***

[3]
{
  "formula": "C17H27NO8P",
  "method": "ωB97M-V/def2-TZVPD",
  "lumo_energy_ev": 2.50,
  "charge": -1,
  "e_above_lowest_kcal_mol": 0.0,
  "species": ["C", "H", "O", "C", "C", "O", "O", "O", "H", "H", "C", "H", "H", "O", "H", "H", "H", "H", "O", "C", "C", "H", "C", "H", "H", "P", "H", "C", "H", "O", "H", "H", "C", "C", "H", "H", "N", "C", "H", "H", "H", "H", "H", "H", "C", "C", "H", "O", "C", "C", "C", "C", "H", "H"],
  "xyz": [[-1.69, 0.28, 2.13], [4.08, -2.84, -1.54], [2.58, -1.73, -2.32], [2.40, 1.53, 1.30], [1.40, -2.07, -2.85], [2.79, -0.84, 4.36], [2.05, 1.52, 4.77], [-1.86, 2.53, 1.16], [3.03, -2.64, 0.85], [0.99, -3.03, -2.51], [-3.76, -1.28, -1.53], [2.27, -1.64, 4.23], [-1.05, 3.07, -0.63], [4.12, 3.16, 1.88], [-6.61, -0.51, -3.19], [0.32, 3.85, 1.26], [1.19, 3.09, -0.12], [-2.84, -1.81, -4.75], [3.34, 3.11, -0.23], [-2.96, -1.62, -2.61], [1.92, -0.85, 0.32], [-3.35, 1.63, 2.15], [0.53, 2.91, 0.74], [1.74, 1.03, -0.73], [4.05, -1.36, 0.23], [1.83, 0.33, 3.67], [2.50, -3.50, -1.21], [-0.80, 2.41, 0.21], [-5.70, -0.61, -0.89], [0.83, -1.39, -3.63], [-3.35, -1.33, -0.53], [1.08, -1.12, -0.33], [3.08, -1.85, 0.09], [-3.47, -1.55, -3.90], [-1.93, -1.92, -2.45], [3.53, 0.06, 2.20], [2.92, 0.81, 2.47], [3.06, -2.57, -1.26], [-2.26, -0.65, 2.26], [-5.18, -1.10, -5.11], [-1.37, 0.62, 3.12], [1.25, 2.05, 4.71], [-0.81, 0.02, 1.55], [-0.71, 1.40, -0.20], [-5.07, -0.88, -1.74], [3.40, 2.73, 0.96], [1.58, -1.00, 1.34], [1.13, 2.04, 1.69], [2.36, 0.61, 0.06], [-5.59, -0.82, -3.02], [-4.78, -1.15, -4.11], [-2.55, 1.34, 1.46], [-3.06, 0.94, 0.57], [3.37, 0.62, -0.34]]
}

***

[4]
{
  "formula": "C2H6NO2",
  "method": "ωB97M-V/def2-TZVPD",
  "lumo_energy_ev": 4.29,
  "charge": -1,
  "e_above_lowest_kcal_mol": 34.2,
  "species": ["H", "H", "N", "H", "O", "H", "C", "H", "C", "O", "H"],
  "xyz": [[-0.23, 0.94, -0.72], [-0.28, -0.63, 1.52], [-0.15, -1.48, 0.97], [0.48, 2.37, 0.10], [-2.09, -0.88, -0.16], [-0.98, -2.37, -0.71], [-1.12, -1.63, 0.10], [1.11, 1.73, -1.44], [0.69, 1.46, -0.47], [1.56, 0.63, 0.28], [1.00, -0.15, 0.51]]
}

***

[5]
{
  "formula": "C40H65GeHgIN6OS2Si",
  "method": "ωB97M-V/def2-TZVPD",
  "lumo_energy_ev": [2.34, 2.34],
  "spin_multiplicity": 2,
  "charge": -1,
  "e_above_lowest_kcal_mol": 21.9,
  "species": ["C", "C", "H", "H", "C", "H", "H", "H", "O", "H", "H", "C", "H", "H", "H", "H", "H", "H", "H", "C", "C", "H", "N", "H", "C", "H", "H", "H", "H", "H", "Si", "C", "C", "C", "N", "H", "N", "Ge", "H", "H", "H", "S", "H", "C", "C", "S", "H", "C", "C", "C", "H", "I", "H", "H", "H", "C", "H", "H", "H", "H", "N", "C", "N", "H", "H", "H", "C", "H", "H", "C", "H", "H", "C", "H", "H", "C", "H", "C", "C", "H", "H", "H", "H", "H", "H", "C", "C", "C", "C", "H", "H", "C", "H", "H", "H", "H", "H", "C", "C", "C", "C", "C", "H", "N", "H", "C", "C", "C", "H", "Hg", "C", "C", "C", "C", "H", "H", "H", "H"],
  "xyz": [[-1.39, 2.19, 0.38], [1.07, 8.27, 0.27], [-6.33, 4.30, 0.73], [-1.45, -2.23, 3.25], [-5.32, 3.89, 0.67], [5.02, 4.23, -1.80], [-5.00, 3.92, 2.79], [0.75, 9.29, 0.49], [-0.89, 2.12, -0.81], [5.50, 4.54, 1.42], [1.45, -1.04, -5.55], [0.31, 0.51, 3.71], [2.63, -4.10, -6.78], [4.31, -0.44, -0.36], [5.19, -2.82, -5.97], [-4.04, -2.40, 1.62], [4.10, 3.23, 0.12], [5.25, 6.53, -0.88], [-1.14, -4.49, 0.07], [2.53, -1.14, -5.50], [2.87, -0.83, 3.14], [-0.81, -4.37, 4.50], [-0.88, 1.72, 1.49], [-0.51, -1.57, 0.82], [5.03, 5.40, 0.93], [-0.70, -3.53, -1.32], [-0.59, 1.12, 3.70], [-3.18, -0.91, 1.99], [2.61, -5.13, -5.34], [-3.04, 2.80, -1.60], [3.04, -2.76, -4.74], [-4.58, 3.67, 1.82], [3.22, -4.44, -1.00], [4.91, -2.87, -4.91], [0.34, 1.11, 1.30], [5.39, -2.03, -4.40], [2.76, 0.02, 0.88], [-1.87, -2.07, 0.27], [1.21, -4.12, -5.72], [-4.16, -4.02, 0.08], [-1.77, -5.84, 4.27], [0.79, -1.02, -2.68], [-0.83, 7.50, -0.38], [-3.86, -4.83, -0.58], [0.58, 5.19, -0.16], [2.72, 2.22, -1.81], [6.64, 4.81, -2.13], [2.33, 3.44, -0.68], [2.47, -3.56, -0.23], [-3.30, 3.14, 1.75], [-2.32, -5.23, -2.02], [-4.67, -0.99, -1.37], [2.42, -0.93, 4.12], [0.03, -0.51, 4.00], [5.61, -1.72, 1.33], [-2.55, -0.80, -1.06], [2.90, -0.30, -4.91], [0.99, 0.89, 4.47], [-3.06, -2.33, 3.96], [-3.53, -5.66, 0.06], [3.29, 3.83, 0.20], [-3.49, 3.05, -0.64], [1.08, 3.89, -0.60], [3.94, -4.80, -2.97], [6.76, 6.10, -0.10], [-1.79, -4.46, 2.19], [3.54, 5.14, 0.79], [-2.10, -0.95, -2.03], [-5.41, -4.43, -2.04], [5.95, 4.54, -1.33], [-5.34, 3.74, -1.47], [2.95, -1.09, -6.51], [-4.77, 3.58, -0.57], [2.41, -3.66, 0.85], [0.14, 5.92, -2.12], [2.67, -3.07, -2.92], [-4.80, -6.09, -2.08], [3.93, -0.56, 0.65], [0.94, 0.53, 2.34], [4.59, -1.97, 3.65], [1.10, 5.49, 0.74], [3.72, -5.29, -0.55], [-2.72, 2.95, 2.64], [6.36, 3.67, -0.82], [0.10, 8.28, -1.65], [0.70, 6.26, -1.24], [2.31, -4.16, -5.74], [-2.75, 2.81, 0.51], [4.08, -1.41, 2.87], [1.74, 6.34, -1.56], [-3.41, -4.54, 2.87], [-3.05, -1.99, 1.83], [-3.05, -3.64, -2.17], [-5.89, -5.59, -0.79], [3.07, 5.20, 1.78], [1.07, 7.72, 1.21], [5.14, 6.25, 1.61], [1.85, -2.30, -2.06], [5.77, 5.72, -0.37], [4.65, -1.27, 1.59], [-2.46, -2.62, 3.09], [0.18, 7.62, -0.78], [-0.46, 5.05, 0.11], [1.80, -2.53, -0.74], [5.31, -3.79, -4.50], [-2.69, -4.37, -1.44], [-1.82, -4.75, 4.32], [3.32, -4.16, -2.35], [0.46, 3.37, -1.21], [0.91, 0.45, -0.73], [-5.06, -5.26, -1.42], [2.19, -0.09, 2.13], [-1.53, -3.77, -0.65], [-2.40, -4.15, 3.04], [-2.41, 0.24, -0.76], [-2.43, -4.48, 5.19], [2.11, 8.32, -0.08], [3.10, 5.92, 0.17]]
}

***

[6]
{
  "formula": "FH2O2P",
  "method": "ωB97M-V/def2-TZVPD",
  "lumo_energy_ev": 0.67,
  "charge": 0,
  "e_above_lowest_kcal_mol": 22.5,
  "species": ["F", "H", "O", "O", "H", "P"],
  "xyz": [[-1.58, 0.70, 0.44], [0.98, 1.42, -0.85], [-0.14, -1.39, 0.38], [0.95, 0.63, -0.44], [0.13, -1.06, 1.20], [-0.34, -0.30, -0.73]]
}

***

[7]
{
  "formula": "C5H6N2",
  "method": "ωB97M-V/def2-TZVPD",
  "lumo_energy_ev": [-0.91, -0.91],
  "charge": 0,
  "e_above_lowest_kcal_mol": 116.4,
  "species": ["H", "H", "C", "H", "H", "C", "C", "N", "N", "H", "H", "C", "C"],
  "xyz": [[-0.57, 2.08, 0.19], [2.04, 0.76, -0.33], [-1.49, 0.27, 0.02], [-1.40, -1.85, 0.90], [0.06, 1.22, -1.34], [-0.27, 1.15, -0.32], [1.11, 0.59, 0.31], [1.01, -0.82, 0.57], [0.97, -2.60, -1.05], [1.28, 1.10, 1.25], [-2.45, 0.62, -0.35], [0.98, -1.68, -0.35], [-1.28, -0.85, 0.50]]
}

***

[8]
{
  "formula": "CH10N2O4",
  "method": "ωB97M-V/def2-TZVPD",
  "lumo_energy_ev": 0.46,
  "charge": 0,
  "e_above_lowest_kcal_mol": 46.8,
  "species": ["H", "H", "C", "H", "H", "H", "N", "O", "O", "N", "H", "H", "O", "O", "H", "H", "H"],
  "xyz": [[-1.48, -1.75, 1.49], [-0.52, -1.40, 2.72], [1.13, 0.94, -1.19], [3.06, 0.83, -0.69], [-2.10, 0.73, 1.13], [-0.19, 1.60, 0.33], [2.50, 0.81, -1.50], [0.34, 0.31, -1.83], [-0.89, -1.08, 2.03], [0.77, 1.79, -0.04], [-0.33, -3.30, -0.74], [-2.25, 1.45, -0.17], [-0.98, -2.64, -0.20], [-2.05, 1.62, 0.80], [1.27, 1.83, 0.79], [-0.96, -1.89, -0.74], [2.69, 0.14, -2.19]]
}

***

[9]
{
  "formula": "C23H22FLuO7P",
  "method": "ωB97M-V/def2-TZVPD",
  "lumo_energy_ev": -13.15,
  "charge": 3,
  "species": ["C", "H", "H", "O", "O", "Lu", "H", "C", "H", "H", "O", "H", "H", "P", "C", "C", "F", "H", "C", "H", "C", "C", "O", "H", "H", "C", "O", "H", "C", "C", "C", "C", "C", "C", "C", "H", "C", "H", "H", "H", "H", "C", "H", "C", "C", "H", "O", "C", "O", "C", "H", "C", "C", "H", "H"],
  "xyz": [[-0.78, -0.36, -0.87], [-0.54, 4.99, -1.00], [-1.97, -1.14, 1.45], [-3.30, 2.52, -0.24], [3.37, -0.71, -3.28], [-1.68, 3.06, -2.36], [-1.43, -4.93, 2.69], [0.18, 1.21, -2.65], [1.52, -4.21, 2.38], [-4.19, 2.71, 0.13], [-1.54, 1.67, 1.41], [-2.87, -0.61, -0.90], [2.06, -5.46, 1.29], [-2.64, 1.23, 0.58], [1.67, 4.29, -2.18], [1.39, 4.05, -0.75], [2.96, -2.16, -0.88], [-1.16, 4.64, 1.38], [2.60, 0.00, -2.71], [3.45, 2.03, -3.16], [2.27, 3.45, 0.11], [-0.48, -1.42, -0.02], [1.06, 3.39, -3.12], [3.24, 3.11, -0.24], [-2.30, -2.50, 0.39], [-1.51, -1.98, 0.94], [-3.81, 0.54, 1.35], [0.20, -4.71, 0.11], [0.69, 3.67, 1.90], [0.13, 4.49, -0.29], [0.27, 0.11, -1.75], [1.33, 2.02, -2.90], [-0.20, 4.29, 1.04], [0.79, -1.99, -0.05], [-2.17, 0.23, -0.85], [0.05, -2.74, 2.33], [1.54, -0.52, -1.76], [1.05, -2.81, 0.61], [0.41, 3.50, 2.93], [-2.10, -4.57, 1.10], [1.20, -5.95, 2.71], [1.94, 3.25, 1.45], [-0.31, -6.18, 0.90], [1.79, -1.56, -0.91], [-0.98, -2.93, 2.04], [2.61, 2.75, 2.13], [-0.90, 1.57, -3.32], [-0.03, -5.14, 1.09], [2.27, 5.20, -2.57], [1.24, -5.18, 1.95], [-3.65, 0.57, 2.31], [2.54, 1.48, -2.95], [-1.23, -4.42, 1.74], [-2.44, 0.88, -1.66], [-1.58, -2.72, 2.93]]
}

***

[10]
{
  "formula": "C44H102Br16O18",
  "method": "ωB97M-V/def2-TZVPD",
  "lumo_energy_ev": -0.35,
  "charge": 0,
  "species": ["H", "O", "Br", "H", "Br", "C", "H", "C", "O", "H", "C", "H", "C", "H", "H", "C", "C", "H", "H", "H", "H", "H", "H", "C", "H", "O", "H", "H", "O", "H", "Br", "H", "H", "C", "H", "Br", "Br", "H", "C", "O", "O", "H", "C", "O", "H", "H", "H", "C", "H", "Br", "H", "H", "H", "H", "C", "H", "H", "H", "Br", "C", "C", "C", "H", "C", "H", "O", "H", "C", "H", "H", "C", "C", "O", "C", "H", "H", "H", "C", "H", "H", "Br", "O", "H", "C", "H", "H", "H", "H", "H", "O", "O", "Br", "H", "H", "C", "H", "C", "H", "H", "H", "H", "H", "Br", "H", "H", "C", "H", "H", "C", "C", "H", "Br", "C", "C", "C", "C", "H", "C", "H", "O", "H", "H", "O", "C", "H", "H", "H", "C", "H", "H", "H", "H", "H", "H", "C", "Br", "C", "H", "H", "C", "C", "H", "H", "Br", "O", "Br", "H", "H", "C", "O", "H", "H", "H", "H", "C", "H", "H", "H", "H", "Br", "C", "H", "C", "H", "H", "H", "H", "H", "O", "H", "H", "H", "Br", "H", "O", "C", "H", "H", "C", "H"],
  "xyz": [[4.79, -4.57, -2.87], [-3.39, -6.31, 1.23], [-4.17, 3.92, -5.00], [-1.92, 2.96, -2.50], [2.04, 3.84, -6.83], [2.74, 3.76, -5.05], [6.30, -0.25, 5.66], [-1.95, -6.82, 1.30], [-1.89, -0.45, -5.17], [4.72, -4.85, -0.35], [-0.96, -1.38, -7.20], [-2.37, 1.18, 9.71], [1.52, 3.04, 0.74], [-5.89, 3.71, -2.48], [-4.49, 6.43, 2.01], [-2.76, 1.57, 8.75], [3.68, -0.20, 5.86], [-1.78, 4.99, -2.18], [6.06, -6.37, 1.92], [-5.53, -4.84, 0.73], [-0.48, 0.05, 3.62], [-1.61, -1.28, 5.58], [3.81, 2.64, 3.95], [-0.42, 6.03, -0.87], [-1.45, -6.92, 0.33], [3.64, -5.53, 1.28], [7.93, -4.72, 2.55], [2.41, -2.16, -1.70], [-1.92, 0.68, 4.88], [0.01, 0.28, -5.08], [4.02, 5.25, -4.73], [-2.83, -1.81, -6.39], [4.31, -0.83, 6.51], [3.57, 2.83, 2.90], [7.29, -3.10, 2.70], [-1.74, 3.92, 3.98], [8.09, 0.01, 1.62], [1.22, 0.20, -7.59], [-1.81, -1.62, -5.98], [-0.98, 3.69, -0.89], [-6.61, 3.47, -0.54], [3.21, -3.51, 3.14], [2.68, 1.72, 2.24], [2.67, -4.56, -3.09], [4.94, 3.50, 0.19], [-1.49, -2.22, -2.21], [1.98, -0.51, 4.55], [-3.31, -4.98, 0.81], [-3.15, -4.79, -0.22], [-1.43, 2.72, -6.25], [-5.80, 5.40, -0.64], [-3.13, 1.76, -4.78], [-0.71, 8.64, -2.95], [0.51, -5.38, -2.24], [-1.39, -0.24, 5.78], [1.10, 0.54, -1.09], [-3.50, -1.29, -3.94], [3.11, 3.82, 2.85], [-3.72, 0.46, -2.31], [-4.43, -1.85, 0.77], [-6.35, 4.81, 1.30], [5.77, -0.11, 4.68], [-6.30, -1.27, -2.61], [-6.51, 4.83, -0.21], [0.37, -0.70, -1.94], [3.18, -2.19, 4.58], [6.93, -5.81, 0.54], [-4.62, -4.29, 1.10], [2.37, -4.93, -0.20], [1.63, -5.51, 1.36], [6.01, -5.62, 1.10], [-1.98, -0.07, 7.08], [2.43, 1.97, 0.89], [2.40, -1.10, -1.62], [0.51, 2.65, 1.12], [8.00, -3.65, 1.16], [1.77, -5.35, -4.69], [-0.46, 7.55, -2.83], [-1.53, -0.78, 7.83], [-2.00, -3.67, -3.08], [-0.94, 5.24, 6.69], [-0.90, 7.29, -1.47], [3.20, 0.77, 2.34], [-3.30, 2.32, -5.68], [5.58, 4.66, 1.45], [-3.77, -1.80, 1.67], [-1.52, -3.81, -1.34], [-3.02, -0.31, 6.95], [-2.21, -0.21, 3.06], [4.77, 2.91, 2.24], [4.50, 0.48, 4.93], [-5.76, -3.24, -4.06], [-1.13, 6.95, -3.48], [-2.40, 5.08, -0.53], [-0.85, 3.62, 5.69], [-2.81, 2.69, -1.03], [2.57, -1.10, 5.23], [-5.20, 7.30, 0.73], [1.79, 3.94, 1.30], [-5.34, -1.40, 1.12], [1.53, -3.09, 3.70], [2.33, -2.00, 2.59], [5.19, -1.23, 1.04], [-2.53, -4.43, 1.30], [-2.67, 2.66, 8.89], [2.51, -2.70, 3.46], [0.49, 5.76, -1.40], [-3.79, 1.35, 8.59], [4.71, -5.69, 0.35], [-1.48, 4.96, -1.07], [5.62, -1.07, 4.14], [0.43, -1.18, 0.46], [0.33, -4.64, -3.16], [-4.38, -0.82, -3.57], [4.86, 3.90, 1.19], [7.38, -3.93, 2.02], [3.91, 4.42, 1.07], [-5.33, 6.98, 1.71], [-3.96, -1.22, -0.06], [-4.57, -3.14, 0.17], [-0.89, 0.47, -3.61], [3.17, 0.58, 6.55], [-1.95, 1.25, 7.65], [1.30, -0.87, -7.69], [4.64, -6.66, -0.18], [-0.43, -4.95, -3.81], [-0.33, 0.00, 5.87], [-6.74, 3.23, -1.96], [6.04, 1.18, 1.67], [4.20, -5.70, -4.03], [2.32, -6.73, 0.14], [-0.43, -1.23, -4.09], [-5.36, 4.42, 1.56], [1.95, -1.41, 6.16], [-5.36, -1.72, -2.86], [1.32, 3.64, -3.70], [1.09, -0.51, -1.24], [4.14, -4.11, -4.47], [-1.50, -2.54, -5.41], [6.36, 0.36, 1.05], [-0.69, -0.22, -4.43], [6.36, 0.64, 4.08], [-1.28, -1.90, -8.08], [6.46, 1.17, -0.75], [0.40, -1.63, -6.88], [0.99, 2.80, 5.48], [-2.00, -7.77, 1.81], [-7.45, 5.30, -0.40], [-1.31, -3.24, -2.28], [6.03, -4.34, 1.77], [-6.70, 2.15, -2.14], [-7.06, 4.08, 1.75], [0.59, 7.34, -3.05], [-4.82, -3.84, 2.03], [2.36, -5.70, 0.58], [-1.11, -0.37, -7.51], [1.15, -1.11, -8.75], [-4.93, -0.29, -4.38], [1.64, -3.70, -4.68], [-4.29, 1.61, -7.12], [-1.80, 2.73, -1.47], [3.34, 2.85, -5.09], [-1.51, 0.50, 3.56], [-1.26, 1.78, -1.39], [-1.47, 1.48, 3.07], [-4.82, -2.18, -2.04], [-0.12, 6.15, 0.21], [-5.33, 7.78, 2.42], [-6.52, 6.15, 1.85], [1.69, 1.65, 2.76], [-7.67, 3.60, -2.30], [-1.37, -6.09, 1.91], [2.90, -0.36, -3.42], [1.42, 3.24, -0.36], [0.02, -3.36, -2.71], [1.62, -4.56, -3.96], [-1.30, 2.78, 6.23], [3.19, -0.69, -0.97], [4.00, -4.74, -3.61], [2.32, -1.13, -7.25]]
}